Computed, not measured: a 3-piece molecular cluster, C15H36BIN2O7 overall at a distorted geometry, with ωB97M-V/def2-TZVPD.

The geometry in XYZ format:
```
62
Properties=species:S:1:pos:R:3:mulliken_charge:R:1
C -0.4169 1.3759 2.8115 -0.79
O -1.1636 0.4127 2.1004 -0.36
C -1.3917 0.8152 0.7582 -1.20
C -2.4411 -0.1732 0.2559 0.85
C -1.8502 -1.5828 0.2301 -1.37
C -1.1502 -1.9752 -1.0708 -0.14
C -0.1386 -0.9950 -1.6146 -1.25
I -0.0206 -3.7860 -0.5935 -0.01
O -2.8927 0.0899 -1.0979 -0.41
C -3.2550 1.3628 -1.3715 -0.08
O -2.5389 2.0870 -1.9293 -0.43
B -3.6288 -0.1050 1.3543 0.65
O -3.9374 -1.1511 2.1899 -0.58
O -4.3700 1.0255 1.5240 -0.58
H -1.0448 2.2022 3.1440 0.30
H 0.4000 1.7607 2.2120 0.38
H -0.0350 0.8884 3.6912 0.16
H -1.7458 1.8484 0.7885 0.60
H -0.4462 0.7639 0.2291 0.57
H -2.6794 -2.2663 0.3421 0.28
H -1.2250 -1.7695 1.0807 0.69
H -1.8416 -2.2971 -1.8210 0.55
H 0.6458 -0.8054 -0.8965 0.34
H 0.2740 -1.3935 -2.5262 0.56
H -0.5889 -0.0523 -1.8834 0.11
H -4.2518 1.6917 -1.0812 0.48
H -4.4827 -1.7793 1.6953 0.31
H -3.8293 1.8017 1.3331 0.32
C 1.9917 1.5123 -6.1425 -0.68
O 1.1919 2.0740 -5.1185 -0.38
C 0.0149 2.7253 -5.5593 -0.71
C -1.1677 1.7916 -5.8594 0.32
C -1.0376 1.0346 -7.1784 -1.51
N -1.3910 0.8295 -4.7777 -0.58
H 1.9698 2.1199 -7.0516 0.31
H 1.6803 0.4903 -6.3702 0.24
H 3.0171 1.4725 -5.7750 0.26
H -0.2773 3.3797 -4.7339 0.33
H 0.2364 3.3755 -6.4164 0.45
H -2.0579 2.4232 -5.9354 0.48
H -0.3466 0.1955 -7.1050 0.27
H -2.0046 0.6254 -7.4710 0.38
H -0.6965 1.6928 -7.9806 0.36
H -1.5868 1.3389 -3.9197 0.19
H -0.5025 0.3700 -4.5932 0.29
C 4.4202 -0.5332 4.2848 -0.72
O 3.0218 -0.3173 4.3427 -0.34
C 2.2361 -1.4850 4.4974 -0.48
C 2.1344 -2.0104 5.9375 0.32
C 3.3875 -2.7353 6.4199 -1.43
N 1.8073 -0.9450 6.8906 -0.73
H 4.6633 -1.4693 3.7746 0.34
H 4.8614 -0.5278 5.2838 0.23
H 4.8581 0.2927 3.7242 0.25
H 1.2312 -1.1996 4.1729 0.15
H 2.5769 -2.2703 3.8100 0.42
H 1.3154 -2.7353 5.9515 0.42
H 4.1847 -2.0439 6.6908 0.29
H 3.1599 -3.3224 7.3095 0.36
H 3.7674 -3.4177 5.6568 0.34
H 0.9124 -0.5348 6.6375 0.26
H 2.4744 -0.1905 6.7489 0.32
```

As for the electronic energy: -1551.87331 Eh. As for the SMILES: COC[C@](C[C@@H](C)I)(OC=O)B(O)O.COC[C@@H](C)N.COC[C@@H](C)N. The calculation puts the HOMO energy at -9.11 eV.